# 1
ORCA calculation (ωB97M-V/def2-TZVPD) on a structure of composition C20H50N16O18S3.

The value obtained for the molar mass is 898.92 Da. For the HOMO-LUMO gap, the calculation gives 0.315 Eh. For the largest force on an atom, the calculation gives 8.13 eV/Å. The spin multiplicity is 1. The LUMO energy is 0.0924 eV. The total energy is -114758.9714 eV.

Geometry (Å):
H (6.49554, -6.37975, 1.74124)
S (-2.02664, 1.77296, -1.70842)
O (-7.15134, -2.76551, 0.74821)
H (-5.37239, -0.77164, -0.97716)
N (6.14755, -5.45947, 1.55619)
N (-5.38346, 3.47185, -4.70530)
C (0.14721, -2.47883, 0.74770)
O (0.80044, -1.87324, 1.58138)
C (-0.86895, 5.43224, -4.73005)
H (-1.60847, -2.94803, -0.28849)
O (-0.78812, 2.74334, 2.91598)
H (-6.04261, -0.54569, 0.60153)
N (-3.81676, -0.45133, -4.57038)
H (-3.50397, 0.14624, -3.83011)
H (-1.69106, -3.42625, 1.36540)
H (-4.76334, 3.12067, -3.99843)
H (0.79855, 4.36550, 5.13798)
H (2.14599, -1.23190, -0.98491)
O (3.61154, -2.39393, -1.84606)
H (-5.69469, 2.85931, -5.43308)
H (4.70056, -1.97455, 0.44646)
O (4.67760, -3.78141, 1.96567)
N (-6.61901, 5.22390, -5.57994)
N (-5.91828, -1.11790, -0.21067)
O (-5.37111, 5.50500, -3.70684)
C (-1.35194, -2.63651, 0.71559)
H (-2.72262, 5.08091, -3.81452)
H (4.26834, -0.33321, 6.88886)
C (5.08289, -4.90549, 2.21293)
O (-3.99435, -2.14922, -3.08386)
H (1.16824, -1.81599, 3.47414)
N (-1.65710, 4.01651, 4.57786)
H (1.14412, 0.98158, -0.71523)
C (2.13561, -3.19612, -0.18480)
H (-1.54132, 4.61261, 5.37380)
H (3.52007, -3.21003, 6.45872)
H (-0.33875, 0.31244, 1.85142)
C (4.50395, -1.49592, -2.34049)
C (4.04244, -0.35510, -3.23115)
O (2.34018, 1.55850, 2.25765)
H (4.62945, 2.67220, 5.06316)
C (-0.38711, 0.80992, 0.90122)
H (4.99711, 1.23177, 6.89178)
N (3.20590, -2.44888, 5.88949)
H (3.67198, 2.11472, 3.73021)
H (-0.07266, -0.79930, -1.49102)
H (1.41404, 3.39517, 3.84500)
O (1.80382, -3.85069, 4.78052)
O (-0.83122, 2.54006, -1.65737)
H (-4.60028, -2.23564, -6.20566)
H (-6.95475, 4.64724, -6.32616)
N (4.08465, 1.94987, 4.63390)
O (-1.59844, 0.37337, -2.39236)
N (4.49570, -5.69370, 3.16257)
H (-2.58252, 3.80476, 4.25734)
H (3.32284, -1.48209, 1.37972)
H (-3.90361, -0.08180, -5.49707)
N (-2.19909, 5.62528, -4.47524)
O (1.73417, 3.12601, 0.77392)
O (5.69098, -1.61742, -2.12853)
H (2.24274, -0.73317, 4.31469)
O (-3.11868, 2.40713, -2.34362)
H (-2.66495, 6.36552, -4.96226)
N (4.42568, 0.54656, 6.43742)
H (2.42642, -3.47530, 0.81521)
O (-0.23746, 6.12840, -5.51007)
H (3.59310, -1.53593, 6.03061)
S (-2.24364, -1.12828, 1.11556)
H (4.23943, 0.56787, -2.70944)
C (-0.61575, 3.46689, 3.88776)
H (2.39692, -4.01368, -0.83894)
C (-6.49437, -2.35869, -0.19591)
O (3.14995, -0.12174, 4.68457)
H (-5.68996, -2.79799, -2.08214)
C (-4.09733, -1.74097, -4.23623)
C (1.73043, 1.96581, 1.09318)
S (2.30512, -0.37625, -3.77965)
C (3.84574, 0.73715, 5.21345)
H (1.76304, 0.91735, 2.68672)
H (4.61814, -0.42263, -4.13608)
H (-1.67638, -1.35885, -1.46008)
H (1.73040, -0.02687, -2.62476)
N (0.63089, 3.77567, 4.34663)
C (2.25110, -2.72118, 4.94092)
C (-5.76482, 4.78420, -4.60508)
H (-6.66341, -4.02619, -1.33810)
C (1.04807, 0.85291, 0.35065)
N (-4.50757, -2.54648, -5.25822)
H (1.53614, -0.05689, 0.67826)
H (4.80459, -6.62015, 3.38309)
H (4.06448, -0.39688, 0.16713)
H (-0.81325, 3.81853, -3.39404)
H (-6.91556, 6.17944, -5.53034)
N (-0.30559, 4.40113, -4.03243)
H (-4.71853, -3.50053, -5.03572)
C (2.88703, -1.96314, -0.68140)
H (0.67271, 4.23327, -4.16320)
O (-2.40783, 1.17011, -0.31838)
C (3.78104, -1.41851, 0.40728)
N (-6.26238, -3.10934, -1.31508)
N (1.85952, -1.65703, 4.19609)
H (3.70603, -5.31129, 3.65256)
C (-1.08552, -0.45372, -1.34455)
O (0.70416, -3.07272, -0.30140)
H (-0.67687, 1.82826, 1.10519)
C (-1.47081, 0.11208, 0.02362)
H (6.59226, -4.90125, 0.85232)

Results of the Löwdin charge analysis, in e, for atoms 1 through 2:
1. H 0.090
2. S 0.598

# 2
ORCA calculation (ωB97M-V/def2-TZVPD) on a cluster of 4 separate species, C12H31O7S in total.

The value obtained for the molar mass is 319.44 Da. For the HOMO-LUMO gap, the calculation gives 0.273 Eh. For the largest force on an atom, the calculation gives 0.19 eV/Å. The spin multiplicity is 1. The LUMO energy is 2.3900 eV. As for the total charge: -1. The total energy is -38115.3728 eV.

Geometry (Å):
O (5.65953, 0.60272, -3.04108)
O (3.33577, 1.23526, -3.22065)
C (-3.01632, 4.02882, 2.65751)
O (4.58730, 0.71955, -5.24301)
H (-2.81706, -4.89316, -2.95737)
C (3.51104, -1.51708, -0.13568)
H (-3.72970, -3.12216, -0.62255)
C (3.08194, -0.16765, 0.40967)
C (-3.24948, 3.82188, 4.14530)
H (2.89102, -2.33294, 0.24595)
H (-2.42308, 3.29055, 4.61910)
H (-3.33439, -5.48310, -1.37475)
H (-0.23642, 3.12690, 1.19980)
H (0.36722, -2.78005, -3.42738)
O (-1.76110, -3.34711, -0.85393)
H (-0.16005, -0.16226, -0.10781)
H (0.81036, 2.93604, 2.60983)
C (0.72847, -0.61712, 0.33409)
H (4.54311, -1.72086, 0.15060)
H (-3.89213, 4.50164, 2.21143)
H (0.01702, 5.26668, 2.48876)
C (-3.43568, -4.66436, -2.08877)
C (-0.54418, -2.58691, -2.86155)
C (-0.67789, -3.59830, -1.73704)
O (-1.94226, 4.89760, 2.35633)
H (3.76138, 0.59778, 0.03729)
O (5.08076, 2.76802, -4.00855)
H (3.14057, -0.15471, 1.50663)
H (-2.88536, 3.06307, 2.15611)
H (-0.37841, -1.37388, 2.01987)
H (0.40618, 0.19428, 2.30376)
H (-1.38298, -2.63221, -3.55857)
O (1.79161, 0.23843, -0.01503)
H (-4.15335, 3.23081, 4.29969)
H (-3.36996, 4.78175, 4.64994)
H (-0.64265, 4.49048, 3.92006)
C (-3.04596, -3.34466, -1.44290)
H (0.21102, -3.55720, -1.10734)
C (-0.66660, 4.48662, 2.82342)
H (-3.13868, -2.52623, -2.16622)
H (1.35922, -1.29060, 2.30748)
H (-0.48836, -1.57464, -2.45976)
H (0.84980, -1.59682, -0.14335)
H (-0.73716, -4.61776, -2.13619)
H (-0.84026, 2.32482, 2.65212)
S (4.80968, 1.34442, -3.94714)
C (-0.21156, 3.14024, 2.28971)
C (0.51929, -0.78275, 1.83066)
H (-4.47288, -4.62056, -2.42438)
H (3.45032, -1.51387, -1.22448)
H (2.72131, 1.49061, -3.91958)

Results of the Löwdin charge analysis, in e, for atoms 1 through 2:
1. O -0.371
2. O -0.234